12
Properties=species:S:1:pos:R:3 method="wB97M-V/def2-TZVPD" total_energy_ev=-10168.692 orbital_gap_ev=8.5 homo_energy_ev=-8.4
C 0.024 -0.513 0.452
C 0.758 1.367 -0.530
C -0.322 0.517 -0.440
C -1.188 0.657 -1.432
H -1.566 -1.869 0.133
H -0.277 -2.651 1.302
H 1.604 -0.333 2.025
H 0.718 2.372 -1.098
N -0.583 -1.705 0.501
N 1.212 -0.026 0.848
N 1.685 1.014 0.329
N -2.067 1.170 -2.091